# 1
Molecular formula: C4H14NO3
Method: DFT, ωB97M-V/def2-TZVPD

Calculated values
**Charge**: +1
**Total energy**: -12001.22680 eV
**Frontier orbital gap**: 11.8 eV
**LUMO energy**: -2.838 eV

Element x y z (Å)
C (0.490, -0.799, 1.588)
O (0.976, -2.053, 1.083)
C (0.354, 0.137, 0.408)
C (-0.650, 1.281, 0.567)
C (-2.080, 0.895, 0.858)
O (-0.582, 1.884, -0.766)
N (0.115, -0.606, -0.862)
H (-0.490, -0.996, 2.032)
H (1.141, -0.408, 2.366)
H (1.516, -2.481, 1.757)
H (1.280, 0.653, 0.203)
H (-0.263, 2.081, 1.188)
H (-2.698, 0.764, -0.029)
H (-2.614, 1.660, 1.433)
H (-2.241, 0.019, 1.492)
H (-1.408, 2.342, -0.957)
H (0.561, -0.139, -1.658)
H (-0.886, -0.622, -1.088)
H (0.363, -1.594, -0.767)
H (3.003, -0.426, -2.489)
H (2.002, -0.893, -3.646)
O (2.111, -0.698, -2.715)

# 2
Molecular formula: C4H14NO3
Method: DFT, ωB97M-V/def2-TZVPD

Calculated values
**Charge**: +1
**Total energy**: -11997.47929 eV
**Frontier orbital gap**: 6.8 eV
**LUMO energy**: -8.014 eV

Element x y z (Å)
C (-1.597, -2.099, 1.288)
C (-1.169, -0.672, 0.938)
C (0.043, -0.455, 0.292)
N (0.821, 0.603, 0.341)
C (2.165, 0.484, -0.190)
H (-2.630, -2.301, 0.974)
H (-1.018, -2.838, 0.715)
H (-1.454, -2.277, 2.366)
H (-1.784, 0.012, 1.532)
H (0.383, -1.385, -0.196)
H (2.166, -0.124, -1.116)
H (2.561, 1.487, -0.357)
H (2.838, 0.050, 0.570)
H (1.292, -0.888, -3.657)
H (0.175, -0.102, -2.773)
O (0.889, -0.752, -2.785)
H (-0.248, 1.697, 1.637)
H (-0.460, 2.592, 2.994)
O (-0.839, 2.056, 2.295)
H (-1.441, 1.846, -1.828)
H (-0.200, 1.418, -1.074)
O (-0.495, 1.647, -1.966)

# 3
Molecular formula: C4H14NO3
Method: DFT, ωB97M-V/def2-TZVPD

Calculated values
**Charge**: +1
**Total energy**: -11997.25592 eV
**Frontier orbital gap**: 6.6 eV
**LUMO energy**: -7.861 eV

Element x y z (Å)
C (-0.898, 2.606, -0.429)
C (-1.015, 1.141, -0.261)
C (-0.120, 0.522, 0.658)
N (0.004, -0.774, 0.986)
C (1.119, -1.228, 1.872)
H (-1.471, 3.095, -1.188)
H (0.156, 2.930, -0.688)
H (-1.353, 3.071, 0.408)
H (-1.828, 0.680, -0.749)
H (0.606, 1.165, 1.120)
H (1.528, -0.464, 2.457)
H (2.030, -1.563, 1.293)
H (0.696, -2.011, 2.539)
H (3.462, 0.629, -1.649)
H (2.089, -0.276, -1.565)
O (2.759, 0.324, -1.024)
H (-3.678, -1.319, 0.137)
H (-2.205, -1.465, 0.432)
O (-2.833, -1.352, -0.273)
H (0.360, -2.614, -1.671)
H (0.078, -1.396, -0.778)
O (0.515, -1.702, -1.626)

# 4
Molecular formula: C4H14NO6
Method: DFT, ωB97M-V/def2-TZVPD

Calculated values
**Charge**: -1
**Total energy**: -18151.39165 eV
**Frontier orbital gap**: 8.9 eV
**LUMO energy**: 3.476 eV

Element x y z (Å)
C (-0.578, 0.511, -1.260)
O (-0.645, 1.877, -1.024)
C (-1.680, -0.104, -0.420)
C (-1.340, -1.466, 0.197)
C (0.036, -1.482, 0.864)
O (0.472, -0.362, 1.304)
O (0.685, -2.523, 0.983)
N (-2.950, -0.361, -1.158)
H (-0.757, 0.385, -2.296)
H (0.458, 0.206, -1.069)
H (-1.907, 0.675, 0.336)
H (-1.410, -2.155, -0.547)
H (-2.182, -1.817, 0.940)
H (-0.339, 1.234, 1.286)
H (-2.784, -0.961, -1.930)
H (-3.352, 0.598, -1.548)
H (2.683, -1.852, 1.175)
H (2.191, -0.545, 1.619)
O (3.056, -0.913, 1.374)
H (-0.298, 1.963, -0.078)
H (0.924, 2.001, 1.392)
O (-0.003, 2.032, 1.466)
H (2.370, 1.478, -1.237)
H (1.278, 2.330, -1.938)
O (2.079, 1.669, -2.137)

# 5
Molecular formula: C4H14NOS
Method: DFT, ωB97M-V/def2-TZVPD

Calculated values
**Charge**: +1
**Total energy**: -18739.68501 eV
**Frontier orbital gap**: 9.2 eV
**LUMO energy**: -3.321 eV

Element x y z (Å)
C (1.380, -0.966, -1.183)
C (0.334, 0.024, -0.724)
C (0.969, 0.840, 0.383)
C (0.582, 2.477, 0.461)
S (-0.235, 3.083, -1.032)
N (-0.889, -0.772, -0.201)
H (1.654, -1.863, -0.551)
H (1.121, -1.468, -2.095)
H (2.430, -0.550, -1.199)
H (0.087, 0.479, -1.785)
H (1.988, 0.996, 0.048)
H (0.823, 0.259, 1.342)
H (-0.288, 2.592, 1.276)
H (1.500, 3.040, 0.835)
H (0.614, 2.803, -1.946)
H (-1.195, -1.140, 0.740)
H (-1.746, -0.159, -0.300)
H (-1.166, -1.510, -0.852)
H (-2.365, -2.916, 2.920)
H (-3.225, -2.856, 1.755)
O (-2.372, -2.393, 2.108)

# 6
Molecular formula: C4H14O2S
Method: DFT, ωB97M-V/def2-TZVPD

Calculated values
**Charge**: +1
**Total energy**: -19296.40274 eV
**2S+1**: 2
**Frontier orbital gap (alpha / beta)**: 10.6 / 5.6 eV
**LUMO energy (alpha / beta)**: -3.825 / -8.805 eV

Element x y z (Å)
C (2.020, -1.160, -1.331)
C (0.501, -1.129, -1.252)
C (-0.018, -1.017, 0.181)
C (-1.553, -0.969, 0.189)
S (-2.292, -1.442, 1.741)
H (2.327, -1.828, -2.126)
H (2.441, -0.181, -1.566)
H (2.523, -1.464, -0.444)
H (0.123, -2.047, -1.707)
H (0.096, -0.289, -1.808)
H (0.379, -0.131, 0.684)
H (0.332, -1.839, 0.773)
H (-1.900, -1.760, -0.489)
H (-1.988, -0.017, -0.058)
H (-1.597, -2.589, 1.907)
H (-1.695, 3.674, 0.652)
H (-1.406, 3.611, -0.873)
O (-0.991, 3.729, -0.011)
H (0.678, 2.482, 1.132)
H (1.074, 2.494, 2.569)
O (0.944, 1.871, 1.836)

# 7
Molecular formula: C4H14O2S2
Method: DFT, ωB97M-V/def2-TZVPD

Calculated values
**Charge**: -1
**Total energy**: -30141.15533 eV
**2S+1**: 2
**Frontier orbital gap (alpha / beta)**: 7.3 / 5.1 eV
**LUMO energy (alpha / beta)**: 3.427 / 1.693 eV

Element x y z (Å)
C (-0.723, 2.094, -1.575)
C (-0.741, 2.527, -0.115)
C (-0.658, 0.568, -1.727)
S (0.883, -0.301, -1.297)
S (-0.853, -0.161, 1.900)
C (-0.465, -1.888, 1.767)
H (0.141, 2.506, -2.095)
H (-1.606, 2.427, -2.104)
H (-1.563, 2.023, 0.383)
H (-0.806, 3.608, -0.031)
H (0.187, 2.192, 0.340)
H (-0.872, 0.348, -2.779)
H (-1.481, 0.110, -1.169)
H (-0.835, -2.366, 2.680)
H (0.604, -2.055, 1.739)
H (-0.847, -2.417, 0.896)
H (2.115, 0.107, 0.913)
H (1.511, 0.286, 2.286)
O (2.365, 0.110, 1.864)
H (0.912, -2.509, -0.739)
H (1.829, -3.736, -0.602)
O (0.902, -3.474, -0.536)

# 8
Molecular formula: C4H14O3
Method: DFT, ωB97M-V/def2-TZVPD

Calculated values
**Total energy**: -10516.47916 eV
**SMILES string**: C=C(C)C.O.O.O
**Frontier orbital gap**: 9.5 eV
**LUMO energy**: 0.233 eV

Element x y z (Å)
C (2.269, -0.775, -0.077)
C (1.992, 0.229, -1.189)
C (2.716, 0.292, -2.289)
C (0.759, 1.088, -1.032)
H (2.165, -1.799, -0.452)
H (1.676, -0.576, 0.796)
H (3.305, -0.676, 0.225)
H (2.492, 1.058, -3.050)
H (3.524, -0.356, -2.590)
H (0.335, 1.061, -0.032)
H (0.067, 0.653, -1.762)
H (0.934, 2.153, -1.236)
H (-2.778, 0.208, 2.687)
H (-1.389, 0.818, 2.261)
O (-2.022, 0.743, 2.976)
H (-2.240, -2.277, 2.095)
H (-1.518, -3.134, 1.061)
O (-1.647, -3.035, 2.013)
H (-1.804, 1.978, -0.635)
H (-3.084, 2.258, -1.384)
O (-2.427, 1.568, -1.244)

Question: Which of these has the highest total energy?
Answer: C4H14O3

Question: What is the total energy in the first record?
Answer: -12001.22680 eV

Question: Which value of total energy does entry 2 give?
Answer: -11997.47929 eV